CH2FLi2O | ωB97M-V/def2-TZVPD

For the orbital gap (alpha / beta), the calculation gives 5.97 / 7.48 eV. Its total energy is -6244.3210 eV. As for the HOMO energy (alpha / beta): -7.2553 / -8.9038 eV. The expectation value of S² is 0.75. The energy above the lowest of the compared OMol25 structures with the same formula, charge and spin comes out at 0.0 kJ/mol. As for the spin multiplicity: 2.

Cartesian coordinates (Å):
1 C 0.298 -0.836 -0.251
2 O -0.801 0.042 -0.135
3 Li -1.749 -0.967 1.002
4 Li -0.479 1.824 0.173
5 F 1.176 2.246 0.458
6 H 1.316 -0.502 -0.484
7 H 0.238 -1.807 -0.763

C30H34ClF33NO4 | ωB97M-V/def2-TZVPD

For the orbital gap, the calculation gives 9.52 eV. Its total energy is -143535.5854 eV. As for the HOMO energy: -13.0823 eV. The total charge is +1.

Cartesian coordinates (Å):
1 F -0.448 -1.861 5.004
2 C -1.402 -2.558 4.242
3 C -1.455 -1.975 2.855
4 C -1.726 -0.455 2.811
5 C -2.562 0.106 3.947
6 N -1.777 0.620 5.077
7 C -2.077 1.805 5.432
8 C -3.048 2.410 4.527
9 C -3.556 1.250 3.614
10 C -4.998 0.896 4.011
11 C -5.521 -0.407 3.412
12 C -6.802 -0.968 4.044
13 Cl -6.955 -0.667 5.794
14 H -2.355 -2.504 4.770
15 H -1.128 -3.611 4.208
16 H -2.181 -2.530 2.262
17 H -0.480 -2.141 2.398
18 H -0.783 0.073 2.735
19 H -2.257 -0.223 1.889
20 H -3.165 -0.698 4.364
21 H -1.085 0.031 5.536
22 H -1.618 2.290 6.283
23 H -3.774 3.091 4.963
24 H -2.409 3.069 3.913
25 H -3.487 1.626 2.598
26 H -5.632 1.702 3.640
27 H -5.061 0.906 5.097
28 H -4.774 -1.199 3.396
29 H -5.760 -0.207 2.366
30 H -6.815 -2.048 3.934
31 H -7.695 -0.588 3.559
32 C -0.350 4.067 -0.929
33 C -1.707 3.366 -0.757
34 C -2.631 3.807 0.386
35 F -2.073 3.554 1.597
36 F -3.775 3.087 0.322
37 F -1.539 2.024 -0.696
38 F -2.419 3.638 -1.886
39 O 0.793 3.378 -0.448
40 C 1.233 3.540 0.841
41 C 1.279 2.206 1.586
42 F 0.038 1.666 1.615
43 F 1.676 2.418 2.859
44 F 0.490 4.455 1.497
45 F 2.497 4.010 0.791
46 H -0.198 4.095 -2.006
47 H -0.379 5.104 -0.596
48 H -2.873 4.868 0.310
49 H 1.963 1.513 1.094
50 C -0.193 -7.414 0.723
51 C 1.216 -7.472 0.113
52 C 2.322 -6.667 0.805
53 F 2.044 -5.345 0.767
54 F 3.482 -6.872 0.152
55 F 1.168 -7.157 -1.195
56 F 1.613 -8.772 0.218
57 O -1.127 -6.554 0.089
58 C -1.291 -5.251 0.430
59 C -1.023 -4.315 -0.756
60 F 0.250 -4.429 -1.159
61 F -1.228 -3.033 -0.347
62 F -0.560 -4.891 1.506
63 F -2.595 -5.072 0.773
64 H -0.602 -8.410 0.563
65 H -0.154 -7.257 1.801
66 H 2.438 -6.983 1.845
67 H -1.698 -4.547 -1.581
68 C -0.205 0.166 -3.337
69 C 0.393 1.219 -4.282
70 C -0.412 1.596 -5.532
71 F -0.536 0.539 -6.354
72 F 0.252 2.572 -6.188
73 F 1.648 0.886 -4.623
74 F 0.457 2.381 -3.551
75 O 0.296 -1.150 -3.454
76 C -0.270 -2.060 -4.301
77 C 0.740 -2.567 -5.340
78 F 1.171 -1.541 -6.096
79 F 0.119 -3.462 -6.137
80 F -1.387 -1.591 -4.880
81 F -0.633 -3.140 -3.562
82 H 0.101 0.485 -2.341
83 H -1.295 0.193 -3.360
84 H -1.403 1.966 -5.256
85 H 1.588 -3.040 -4.841
86 C 4.597 3.798 -2.385
87 C 4.861 2.346 -1.960
88 C 5.977 2.090 -0.942
89 F 7.173 2.435 -1.444
90 F 6.000 0.769 -0.652
91 F 5.025 1.565 -3.040
92 F 3.713 1.935 -1.326
93 O 5.119 4.207 -3.631
94 C 6.362 4.766 -3.757
95 C 7.254 3.953 -4.707
96 F 7.429 2.709 -4.223
97 F 8.458 4.556 -4.791
98 F 6.958 4.960 -2.567
99 F 6.203 5.982 -4.326
100 H 3.516 3.844 -2.521
101 H 4.845 4.496 -1.584
102 H 5.792 2.648 -0.019
103 H 6.797 3.900 -5.696